No. 1
Computed, not measured: a cluster of 18 separate species, C28H19Cl68FN3OS in total, with the ωB97M-V functional and the def2-TZVPD basis.

Each atom is followed by the atoms it is bonded to, with distances in Å.
Positions of all 121 atoms, in Å:
1 Cl -4.79 1.47 -2.36  C63 1.769
2 S -2.89 -1.94 -0.06  C25 1.826, C121 1.761
3 Cl -3.83 11.86 10.85  C73 1.767
4 Cl -4.45 14.63 11.37  C73 1.766
5 Cl 0.86 -0.82 -7.10  C56 1.773
6 Cl -3.89 4.49 5.43  C10 1.767
7 Cl -3.77 -3.58 -5.28  C53 1.767
8 Cl 8.31 2.18 0.24  C32 1.760
9 C -0.48 -3.35 2.97  H30 1.092, C40 1.541, C81 1.556, H83 1.096
10 C -3.70 4.76 3.69  Cl6 1.767, Cl58 1.777, Cl88 1.763, Cl108 1.767
11 H 1.10 1.23 2.14  N28 1.023
12 H 1.46 -2.07 1.05  C101 1.097
13 Cl 1.75 5.35 1.09  C107 1.770
14 C 6.49 -3.32 -9.67  Cl19 1.766, Cl86 1.766, Cl89 1.767, Cl105 1.771
15 Cl 3.20 -7.87 3.16  C26 1.767
16 Cl -4.92 1.52 -5.25  C63 1.771
17 Cl -6.36 3.48 -3.70  C63 1.767
18 C 1.12 -0.76 2.76  N28 1.487, H71 1.088, C101 1.530, H110 1.092
19 Cl 5.93 -4.84 -10.37  C14 1.766
20 Cl 0.72 1.56 -12.69  C120 1.766
21 Cl 2.84 8.20 10.79  C62 1.765
22 H 3.67 -2.71 1.60  C85 1.087
23 Cl -8.71 -5.13 -8.53  C51 1.766
24 Cl 6.78 3.59 2.23  C32 1.776
25 C -1.41 -2.08 1.01  S2 1.826, H39 1.091, H49 1.090, C81 1.543
26 C 1.64 -7.60 2.36  Cl15 1.767, Cl43 1.771, Cl55 1.760, Cl91 1.774
27 Cl 1.11 -1.30 -12.71  C120 1.767
28 N 1.45 0.33 1.80  H11 1.023, C18 1.487, C96 1.496, H113 1.029
29 N -4.34 0.39 0.10  N118 1.406, C121 1.272
30 H -0.77 -4.19 3.60  C9 1.092
31 Cl -3.74 10.05 7.65  C92 1.765
32 C 7.02 2.03 1.42  Cl8 1.760, Cl24 1.776, Cl36 1.768, Cl37 1.774
33 Cl 5.60 -0.92 -2.12  C79 1.770
34 C 2.67 8.62 4.13  Cl46 1.774, Cl61 1.769, Cl76 1.768, Cl93 1.765
35 H 3.33 -2.35 3.35  C85 1.092
36 Cl 7.44 0.80 2.62  C32 1.768
37 Cl 5.52 1.54 0.59  C32 1.774
38 Cl -7.74 -8.33 -3.80  C99 1.770
39 H -1.62 -1.40 1.83  C25 1.091
40 C 1.05 -3.33 2.81  C9 1.541, H42 1.094, C101 1.533, H106 1.096
41 Cl 0.16 9.25 11.01  C62 1.764
42 H 1.52 -3.50 3.78  C40 1.094
43 Cl 0.52 -6.85 3.50  C26 1.771
44 Cl -8.23 -9.67 -6.32  C99 1.769
45 Cl 1.56 9.39 8.48  C62 1.770
46 Cl 1.92 7.14 3.51  C34 1.774
47 Cl 3.05 5.77 -1.45  C107 1.760
48 Cl -3.60 -6.06 -3.81  C53 1.769
49 H -0.51 -1.75 0.48  C25 1.090
50 Cl 4.49 -9.90 -2.00  C95 1.765
51 C -8.21 -5.36 -6.85  Cl23 1.766, Cl54 1.770, Cl65 1.769, Cl98 1.764
52 Cl 4.90 -8.47 0.47  C95 1.769
53 C -4.20 -4.39 -3.77  Cl7 1.767, Cl48 1.769, Cl74 1.762, Cl87 1.776
54 Cl -6.58 -6.04 -6.80  C51 1.770
55 Cl 0.99 -9.13 1.80  C26 1.760
56 C 1.41 -2.49 -7.33  Cl5 1.773, Cl69 1.767, Cl78 1.769, Cl109 1.763
57 Cl -2.43 7.65 8.56  C92 1.769
58 Cl -2.00 5.13 3.33  C10 1.777
59 Cl 4.96 -3.38 -3.50  C79 1.763
60 Cl 2.13 3.14 -0.72  C107 1.776
61 Cl 2.28 8.79 5.85  C34 1.769
62 C 1.30 8.42 9.95  Cl21 1.765, Cl41 1.764, Cl45 1.770, Cl104 1.770
63 C -5.82 1.80 -3.76  Cl1 1.769, Cl16 1.771, Cl17 1.767, Cl102 1.766
64 Cl -2.28 13.95 9.59  C73 1.768
65 Cl -8.23 -3.81 -6.01  C51 1.769
66 H -0.60 -4.09 0.96  C81 1.094
67 H 3.86 -0.20 3.22  C70 1.093
68 Cl 3.37 0.46 -12.39  C120 1.769
69 Cl 0.01 -3.58 -7.25  C56 1.767
70 C 3.77 -0.60 2.21  H67 1.093, C85 1.575, C96 1.524, H114 1.084
71 H 0.05 -0.70 2.94  C18 1.088
72 Cl 4.59 -7.02 -2.00  C95 1.770
73 C -3.89 13.49 10.15  Cl3 1.767, Cl4 1.766, Cl64 1.768, Cl84 1.769
74 Cl -5.95 -4.39 -3.58  C53 1.762
75 Cl 1.45 0.18 -10.26  C120 1.768
76 Cl 4.42 8.53 3.92  C34 1.768
77 Cl 3.35 -2.53 -1.27  C79 1.779
78 Cl 2.55 -2.90 -6.05  C56 1.769
79 C 4.29 -1.97 -2.67  Cl33 1.770, Cl59 1.763, Cl77 1.779, Cl112 1.761
80 Cl -6.08 -10.55 -4.61  C99 1.768
81 C -1.24 -3.48 1.62  C9 1.556, C25 1.543, H66 1.094, H94 1.089
82 Cl 4.41 4.31 0.64  C107 1.771
83 H -0.79 -2.46 3.52  C9 1.096
84 Cl -5.01 13.49 8.78  C73 1.769
85 C 3.17 -2.05 2.31  H22 1.087, H35 1.092, C70 1.575, C101 1.566
86 Cl 8.20 -3.09 -10.04  C14 1.766
87 Cl -3.46 -3.53 -2.40  C53 1.776
88 Cl -4.71 6.11 3.18  C10 1.763
89 Cl 5.55 -1.99 -10.33  C14 1.767
90 Cl 6.99 -8.54 -1.52  C95 1.766
91 Cl 1.87 -6.52 0.97  C26 1.774
92 C -3.80 8.28 7.64  Cl31 1.765, Cl57 1.769, Cl117 1.769, Cl119 1.768
93 Cl 2.04 10.02 3.24  C34 1.765
94 H -2.19 -3.98 1.76  C81 1.089
95 C 5.25 -8.49 -1.27  Cl50 1.765, Cl52 1.769, Cl72 1.770, Cl90 1.766
96 C 2.90 0.39 1.44  N28 1.496, C70 1.524, F103 1.363, H116 1.092
97 Cl -8.83 -11.00 -3.84  C99 1.766
98 Cl -9.32 -6.47 -6.04  C51 1.764
99 C -7.72 -9.89 -4.64  Cl38 1.770, Cl44 1.769, Cl80 1.768, Cl97 1.766
100 C -2.73 1.81 0.46  O111 1.385, H115 1.077, N118 1.251
101 C 1.61 -2.07 2.14  H12 1.097, C18 1.530, C40 1.533, C85 1.566
102 Cl -7.23 0.73 -3.71  C63 1.766
103 F 2.99 0.29 0.08  C96 1.363
104 Cl 0.65 6.85 9.48  C62 1.770
105 Cl 6.27 -3.38 -7.91  C14 1.771
106 H 1.33 -4.18 2.17  C40 1.096
107 C 2.84 4.65 -0.11  Cl13 1.770, Cl47 1.760, Cl60 1.776, Cl82 1.771
108 Cl -4.17 3.30 2.80  C10 1.767
109 Cl 2.20 -2.66 -8.90  C56 1.763
110 H 1.60 -0.61 3.73  C18 1.092
111 O -2.14 0.56 0.32  C100 1.385, C121 1.361
112 Cl 3.23 -1.08 -3.76  C79 1.761
113 H 0.95 0.16 0.92  N28 1.029
114 H 4.75 -0.67 1.76  C70 1.084
115 H -2.09 2.65 0.67  C100 1.077
116 H 3.25 1.40 1.68  C96 1.092
117 Cl -3.71 7.70 5.97  C92 1.769
118 N -3.98 1.73 0.34  N29 1.406, C100 1.251
119 Cl -5.31 7.73 8.37  C92 1.768
120 C 1.66 0.23 -12.01  Cl20 1.766, Cl27 1.767, Cl68 1.769, Cl75 1.768
121 C -3.23 -0.22 0.11  S2 1.761, N29 1.272, O111 1.361

Properties
Gap between HOMO and LUMO   8.6 eV
Net charge   +1

***

No. 2
Computed, not measured: the molecule C4H5N3O2, with the ωB97M-V functional and the def2-TZVPD basis.

Each atom is followed by the atoms it is bonded to, with distances in Å.
Positions of all 14 atoms, in Å:
1 C 0.15 -0.69 -0.14  N4 1.376, N10 1.428, C11 1.371
2 C -0.04 1.75 -0.20  H7 1.079, N10 1.370, O12 1.208
3 H 1.35 0.62 1.94  O13 0.976
4 N 1.23 -1.53 -0.28  C1 1.376, H6 1.008, H9 1.061
5 C -2.20 -0.39 0.39  C11 1.423, N14 1.158
6 H 1.28 -1.88 -1.22  N4 1.008
7 H 0.65 2.56 -0.06  C2 1.079
8 H -1.42 -1.60 -1.28  C11 1.107
9 H 2.15 -1.04 -0.11  N4 1.061
10 N 0.37 0.60 0.43  C1 1.428, C2 1.370, O13 1.435
11 C -1.17 -0.92 -0.44  C1 1.371, C5 1.423, H8 1.107
12 O -0.90 1.81 -1.05  C2 1.208
13 O 1.66 0.74 1.02  H3 0.976, N10 1.435
14 N -3.10 -0.04 1.01  C5 1.158

Properties
Gap between HOMO and LUMO   9.1 eV
Energy relative to the best compared isomer or geometry (same formula, charge and spin)   447.09 kJ/mol
Structure (SMILES)   N#C/C=C(/N)N(O)C=O

***

No. 3
Computed, not measured: the molecule C2H3F4N, with the ωB97M-V functional and the def2-TZVPD basis.

Each atom is followed by the atoms it is bonded to, with distances in Å.
Positions of all 10 atoms, in Å:
1 N 1.09 -0.64 0.20  F3 1.472, C5 1.598, C8 1.492
2 F 3.05 0.14 1.37  C5 1.277
3 F 0.58 -0.12 -1.08  N1 1.472
4 H 1.98 -2.40 -0.78  C8 1.156
5 C 2.50 0.11 0.22  N1 1.598, F2 1.277, F6 1.358, F10 1.290
6 F 3.44 -0.33 -0.66  C5 1.358
7 H 1.93 -2.49 1.03  C8 1.135
8 C 1.34 -2.11 0.14  N1 1.492, H4 1.156, H7 1.135, H9 1.059
9 H 0.36 -2.51 0.14  C8 1.059
10 F 2.25 1.33 -0.13  C5 1.290

Properties
Spin multiplicity   3
⟨S²⟩   2.009
Gap between HOMO and LUMO (alpha / beta)   7.3 / 9.7 eV
Energy relative to the best compared isomer or geometry (same formula, charge and spin)   100.73 kJ/mol

***

No. 4
Computed, not measured: the molecule C24H16F2N4O, with the ωB97M-V functional and the def2-TZVPD basis.

Each atom is followed by the atoms it is bonded to, with distances in Å.
Positions of all 47 atoms, in Å:
1 C -0.02 4.55 0.19  C7 1.343, C8 1.403, H41 1.104
2 H 1.33 -6.11 -0.76  C22 1.089
3 H -4.89 -1.49 1.01  C16 1.068
4 C -0.28 0.44 -0.63  N11 1.332, C19 1.480, C24 1.434
5 H 0.30 -5.15 -2.54  C25 1.097
6 H -6.06 0.49 2.00  C13 1.074
7 C 1.04 5.36 0.03  C1 1.343, H17 1.069, C42 1.389
8 C 0.17 3.24 0.66  C1 1.403, C21 1.386, C36 1.460
9 H 2.21 -1.64 1.28  C23 1.093
10 C 2.12 -5.05 0.98  C12 1.402, H14 1.084, C22 1.392
11 N 0.03 -0.80 -0.27  C4 1.332, N27 1.393
12 C 2.41 -3.81 1.56  C10 1.402, H15 1.075, C23 1.408
13 C -5.05 0.60 1.64  H6 1.074, C16 1.481, C40 1.371
14 H 2.48 -5.94 1.48  C10 1.084
15 H 2.91 -3.80 2.51  C12 1.075
16 C -4.38 -0.55 0.99  H3 1.068, C13 1.481, C18 1.379
17 H 0.88 6.35 -0.35  C7 1.069
18 C -3.12 -0.42 0.45  C16 1.379, N20 1.398, H33 1.089
19 C 0.43 1.07 -1.77  C4 1.480, H32 1.093, C39 1.368
20 N -2.50 0.83 0.54  C18 1.398, C24 1.387, C37 1.386
21 C 1.44 2.75 0.90  C8 1.386, F30 1.342, C43 1.396
22 C 1.49 -5.15 -0.26  H2 1.089, C10 1.392, C44 1.396
23 C 1.99 -2.64 0.89  H9 1.093, C12 1.408, C38 1.409
24 C -1.22 1.20 0.14  C4 1.434, N20 1.387, C36 1.344
25 C 0.30 -4.12 -2.17  H5 1.097, H29 1.090, H34 1.092, C44 1.502
26 H 2.01 0.96 -3.15  C39 1.086
27 N 1.02 -1.51 -0.94  N11 1.393, C31 1.409, C38 1.388
28 H 3.53 3.20 0.83  C43 1.078
29 H 0.64 -3.43 -2.94  C25 1.090
30 F 1.67 1.51 1.36  C21 1.342
31 C 1.85 -0.93 -1.92  N27 1.409, C39 1.472, O45 1.225
32 H 0.20 2.09 -2.10  C19 1.093
33 H -2.61 -1.28 0.03  C18 1.089
34 H -0.75 -3.89 -1.93  C25 1.092
35 H -4.91 2.66 2.19  C40 1.082
36 C -1.04 2.41 0.71  C8 1.460, C24 1.344, N47 1.391
37 C -3.04 1.89 1.25  N20 1.386, C40 1.465, N47 1.301
38 C 1.33 -2.73 -0.35  C23 1.409, N27 1.388, C44 1.387
39 C 1.49 0.43 -2.36  C19 1.368, H26 1.086, C31 1.472
40 C -4.41 1.80 1.76  C13 1.371, H35 1.082, C37 1.465
41 H -1.03 4.93 -0.01  C1 1.104
42 C 2.32 4.90 0.26  C7 1.389, C43 1.391, F46 1.362
43 C 2.54 3.58 0.67  C21 1.396, H28 1.078, C42 1.391
44 C 1.10 -3.98 -0.91  C22 1.396, C25 1.502, C38 1.387
45 O 2.87 -1.44 -2.36  C31 1.225
46 F 3.37 5.74 0.07  C42 1.362
47 N -2.18 2.87 1.35  C36 1.391, C37 1.301

Properties
Gap between HOMO and LUMO   8.1 eV
Energy relative to the best compared isomer or geometry (same formula, charge and spin)   0.00 kJ/mol
Structure (SMILES)   Cc1ccccc1-n1nc(-c2c(-c3ccc(F)cc3F)nc3ccccn23)ccc1=O

***

| no. | strongest force on any atom (eV Å⁻¹) | E_tot (eV) | molar mass (u) |
| --- | --- | --- | --- |
| 1 | 2.0 | -900925.8917 | 2875.3 |
| 2 | 2.7 | -12791.2407 | 127.1 |
| 3 | 12.3 | -14475.5399 | 117.0 |
| 4 | 3.6 | -38589.6150 | 414.4 |